The following is a quantum chemistry calculation of a molecular structure, C31H47CoNO3P2S, from OMol25.

## Properties
- Net charge: +1
- Kohn-Sham gap (alpha / beta): 7.954 / 5.159 eV
- Spin multiplicity: 5
- Energy relative to the best compared isomer or geometry (same formula, charge and spin): 0.0009 eV

CARTESIAN COORDINATES (ANGSTROEM)
1 Co 0.563910 -0.909128 1.144961
2 C -0.254968 -2.549763 2.008434
3 C 1.125968 -2.711415 1.590313
4 C 1.043240 -1.081590 3.253753
5 C -0.278847 -1.554073 3.039390
6 C 1.927496 -1.799623 2.388098
7 C -1.427261 -3.368680 1.586995
8 H -1.239609 -3.896882 0.647630
9 H -2.320922 -2.740593 1.464157
10 H -1.678794 -4.126768 2.343185
11 C -1.443851 -1.228561 3.902265
12 H -2.394817 -1.341488 3.376158
13 H -1.379509 -0.194482 4.262535
14 H -1.482426 -1.885015 4.786730
15 C 1.439874 -0.145655 4.342175
16 H 1.417367 -0.645544 5.321261
17 H 0.760397 0.712736 4.409607
18 H 2.447102 0.253332 4.204274
19 C 3.415131 -1.791768 2.489110
20 H 3.741059 -2.417874 3.334304
21 H 3.810774 -0.785121 2.683928
22 H 3.897030 -2.187266 1.588333
23 C 1.665657 -3.812823 0.748551
24 H 1.972561 -4.652323 1.393066
25 H 2.551939 -3.493587 0.179128
26 H 0.916886 -4.196538 0.042291
27 C -1.641963 0.275129 -5.286203
28 C -1.523374 -1.054152 -5.373841
29 C -0.612371 -1.795343 -6.318857
30 C 0.745535 -1.132529 -6.650475
31 C 1.487110 -0.602619 -5.456274
32 C 1.364671 0.612597 -4.910921
33 C 0.462067 1.718660 -5.387676
34 C -0.863055 1.297122 -6.064934
35 H -1.135276 -1.990355 -7.272232
36 H 0.615928 -0.379500 -7.438176
37 H -0.402980 -2.782665 -5.878356
38 H -0.676747 0.995753 -7.102900
39 H -2.412716 0.697207 -4.630072
40 H -2.214928 -1.694155 -4.811149
41 H -1.481930 2.206295 -6.119341
42 H 0.207682 2.345013 -4.516729
43 H 2.042237 0.896703 -4.094707
44 H 1.014279 2.371429 -6.086213
45 H 1.370267 -1.926576 -7.088963
46 H 2.233277 -1.293825 -5.044972
47 P -0.547969 -0.763668 -0.761402
48 P 1.947660 0.538809 0.281644
49 C 0.132683 0.585993 -1.802159
50 C 1.000982 1.519656 -0.953923
51 H -0.710103 1.133199 -2.244191
52 H 0.693883 0.152783 -2.638771
53 H 1.721428 2.097462 -1.551035
54 H 0.371761 2.206804 -0.364820
55 C 2.606134 1.708286 1.477750
56 H 3.301100 1.202780 2.167008
57 H 1.771918 2.152749 2.057374
58 H 3.119147 2.511620 0.931996
59 C 3.341127 -0.251285 -0.606122
60 H 3.762472 0.458238 -1.330638
61 H 3.007799 -1.158367 -1.131547
62 H 4.112890 -0.541964 0.119495
63 C -2.307590 -0.329491 -0.596873
64 H -2.803628 -1.091382 0.018992
65 H -2.764670 -0.295991 -1.595119
66 H -2.370969 0.644961 -0.090380
67 C -0.580845 -2.263710 -1.814117
68 H 0.411908 -2.734255 -1.841697
69 H -0.888860 -2.003136 -2.839418
70 H -1.298940 -2.984280 -1.392602
71 O 0.274846 5.352185 3.834626
72 S 0.069124 3.954072 4.105921
73 O 0.835359 3.330744 5.168054
74 N 0.114636 3.005826 2.745238
75 C -1.038820 2.406343 2.398731
76 O -1.225158 1.640896 1.418954
77 C -2.106142 2.741936 3.389700
78 C -3.390483 2.188319 3.475662
79 C -4.252978 2.638545 4.484870
80 C -3.843786 3.644695 5.383219
81 C -2.538411 4.153303 5.317281
82 C -1.675710 3.646982 4.335078
83 H -3.658569 1.417708 2.745496
84 H -5.254885 2.208718 4.571625
85 H -4.541061 4.034622 6.136717
86 H -2.170405 4.925568 5.991708

Cartesian forces (eV/Å) of the 3 atoms listed first:
-1.4 2.8 -0.9
0.0 -0.8 1.3
-0.1 -1.7 1.5



The following is a quantum chemistry calculation of a molecular structure, C13H19NO7PSSe4V, from OMol25.

## Properties
- Net charge: -1
- Kohn-Sham gap (alpha / beta): 6.264 / 5.561 eV
- Spin multiplicity: 2

CARTESIAN COORDINATES (ANGSTROEM)
1 V 0.893862 1.460747 0.592720
2 O -0.800134 3.773564 1.120961
3 C -1.813376 3.571608 0.479461
4 C -2.649607 2.391822 0.247815
5 C -3.989067 2.660930 0.031317
6 C -4.924448 1.663454 -0.096753
7 C -4.484702 0.323830 -0.134011
8 C -3.166807 0.005122 -0.032458
9 C -2.192349 0.986847 0.271174
10 O -0.956063 0.632934 0.506896
11 N -6.298823 2.151385 -0.204171
12 O -7.178098 1.272821 -0.314881
13 O -6.493257 3.378544 -0.171379
14 H -2.343567 4.419830 -0.038755
15 H -4.364389 3.697916 -0.035897
16 H -5.231025 -0.494947 -0.329504
17 H -2.773478 -1.015372 -0.135314
18 Se 1.385378 1.935437 -1.817538
19 Se 1.515875 4.342130 -1.734751
20 Se 3.156844 4.779278 -0.084162
21 Se 2.282361 4.199386 2.037325
22 C 4.884113 -1.255478 -1.058368
23 C 4.401658 -0.715477 0.259039
24 O 3.119752 -1.324937 0.678659
25 P 1.621327 -0.861955 0.261674
26 O 0.693373 -1.976169 1.010185
27 C 0.261657 -1.733670 2.399903
28 C -0.264936 -3.036970 2.971917
29 O 1.515205 -1.345400 -1.279257
30 C 0.941289 -2.553376 -1.883949
31 C 1.375236 -2.543152 -3.336262
32 H 5.893378 -0.918991 -1.253227
33 H 4.260478 -0.862670 -1.890780
34 H 4.871518 -2.349921 -1.118975
35 H 4.269401 0.374975 0.255006
36 H 5.087339 -0.952634 1.089408
37 H -0.513565 -0.962329 2.393346
38 H 1.133294 -1.367909 2.960165
39 H -1.070163 -3.435356 2.345603
40 H -0.605177 -2.890898 3.992604
41 H 0.542451 -3.779648 2.983167
42 H -0.164592 -2.477103 -1.844460
43 H 1.262103 -3.426073 -1.302347
44 H 0.933089 -1.680692 -3.837313
45 H 1.029912 -3.444256 -3.830537
46 H 2.460237 -2.471979 -3.427464
47 S 2.486503 1.854809 2.304153

Cartesian forces (eV/Å) of the 3 atoms listed first:
0.2 -0.1 -0.2
-0.4 -1.2 -0.6
-0.5 1.2 -0.3



no.,E_tot (a.u.)
1,-3953.2323
2,-12377.5892